(1)
The molecule C5H18Si3. Source: the Open Molecules 2025 dataset; level of theory: ωB97M-V/def2-TZVPD.

E_LUMO in eV: 0.2967
DFT total energy in hartree: -1069.68833
ΔE to the lowest compared entry with this formula, charge and spin in kJ/mol: 0.0
SMILES: CCC[Si@H]([SiH3])[SiH](C)C
Highest occupied orbital energy in Ha: -0.3354

```
! wB97M-V def2-TZVPD RIJCOSX def2/J DEFGRID3
* xyz 0 1
C 2.70127 2.27825 1.15544
C 1.48009 1.57793 0.55997
C 1.03352 0.23783 1.24020
Si 0.03678 -1.00092 0.12349
Si 1.96841 -1.90949 -1.47897
Si -2.03583 -0.50426 -0.74400
C -3.05172 -2.06083 -0.65789
C -2.80029 1.12323 0.03882
H 2.69213 2.16942 2.17426
H 3.65642 2.01446 0.80397
H 2.68331 3.33128 0.96199
H 0.58933 2.20653 0.77778
H 1.59414 1.45228 -0.46626
H 0.58702 0.50108 2.22266
H 1.99836 -0.39984 1.35251
H -0.27575 -2.11317 0.98173
H 1.93357 -1.01496 -2.66652
H 2.44621 -3.11397 -2.20668
H 3.10278 -1.40424 -0.66685
H -1.92773 -0.22634 -2.22484
H -3.88903 -1.95721 -1.33306
H -2.48744 -2.87810 -1.15648
H -3.42095 -2.39525 0.28377
H -2.00449 1.68127 0.41806
H -3.52365 1.67242 -0.50465
H -3.08647 0.73261 1.01156
*
```

(2)
The molecule C19H17N3O3S. Source: the Open Molecules 2025 dataset; level of theory: ωB97M-V/def2-TZVPD.

E_LUMO in eV: 0.3205
DFT total energy in hartree: -1522.44110
ΔE to the lowest compared entry with this formula, charge and spin in kJ/mol: 0.0
SMILES: COc1ccc(C(=O)Nc2cnc(NC(=O)c3cccs3)cc2C)cc1
Highest occupied orbital energy in Ha: -0.3005

```
! wB97M-V def2-TZVPD RIJCOSX def2/J DEFGRID3
* xyz 0 1
C -7.22296 -2.05120 -0.04630
O -6.96309 -0.67191 -0.15753
C -5.68692 -0.23254 -0.03525
C -5.50412 1.15002 -0.13977
C -4.24764 1.69535 -0.02859
C -3.12948 0.88298 0.16856
C -1.80441 1.55128 0.28919
O -1.68726 2.68115 0.71428
N -0.75935 0.77745 -0.14394
C 0.59957 1.08387 -0.16945
C 1.11760 2.27545 0.33764
N 2.40379 2.56295 0.33633
C 3.26163 1.68705 -0.16930
N 4.58880 2.09917 -0.14728
C 5.75435 1.38067 -0.14802
O 6.81532 1.91720 -0.39281
C 5.66126 -0.03777 0.23670
C 4.90953 -0.60748 1.22886
C 5.18953 -1.97550 1.40512
C 6.15021 -2.42298 0.55161
S 6.75058 -1.18215 -0.46811
C 2.84432 0.48614 -0.74367
C 1.49922 0.16512 -0.74061
C 1.03069 -1.12487 -1.34624
C -3.31689 -0.48927 0.28695
C -4.57985 -1.04629 0.19014
H -6.70760 -2.62153 -0.82568
H -6.93675 -2.43574 0.93768
H -8.29864 -2.15869 -0.17469
H -6.37174 1.76922 -0.30185
H -4.10107 2.76241 -0.09454
H -1.00119 -0.11568 -0.54629
H 0.46594 3.02451 0.75911
H 4.70698 3.10566 -0.12512
H 4.19275 -0.06089 1.81535
H 4.69981 -2.59614 2.13379
H 6.54548 -3.41545 0.46290
H 3.55765 -0.17985 -1.20185
H 1.87537 -1.67335 -1.75435
H 0.32095 -0.94282 -2.15388
H 0.55135 -1.75451 -0.59560
H -2.48453 -1.14705 0.49728
H -4.68919 -2.11391 0.29923
*
```

(3)
A structure of composition C10H10F2I2O3Re. Source: the Open Molecules 2025 dataset; level of theory: ωB97M-V/def2-TZVPD.

E_LUMO (alpha / beta) in eV: -10.1395 / -9.5732
DFT total energy in hartree: -1485.45697
ΔE to the lowest compared entry with this formula, charge and spin in kJ/mol: 76.0
Highest occupied orbital energy (alpha / beta) in Ha: -0.5622 / -0.5627

```
! wB97M-V def2-TZVPD RIJCOSX def2/J DEFGRID3
* xyz 2 2
Re 0.76713 -1.60428 2.14502
C 0.60615 4.58251 -1.21074
O -0.29650 3.64633 -1.75546
C -0.42502 2.42731 -1.31876
C -1.38667 1.62101 -1.99650
C -1.58028 0.32075 -1.64336
C -0.86437 -0.29123 -0.58129
C -1.11787 -1.65210 -0.21191
C -2.10313 -2.49544 -0.94077
O -0.52271 -2.19934 0.76694
C 0.09541 0.52300 0.13559
O 0.78430 0.08569 1.15581
C 0.29803 1.85172 -0.25453
H 0.31122 5.55102 -1.61569
H 1.62707 4.35834 -1.54361
H 0.56699 4.60345 -0.11906
H -1.94891 2.07116 -2.80045
H -2.30970 -0.25902 -2.18656
H -1.90966 -2.50940 -2.01092
H -3.11505 -2.11599 -0.80081
H -2.06607 -3.51204 -0.55631
H 1.02888 2.41891 0.30059
I 1.47810 -1.20461 4.73125
I 2.48834 -3.32267 6.02827
F 1.70112 -3.91765 2.34387
C 2.20526 -2.97888 1.49113
F 3.38349 -2.60285 1.97053
H 2.30447 -3.39571 0.47775
*
```

(4)
The molecule C3H7ClOSi. Source: the Open Molecules 2025 dataset; level of theory: ωB97M-V/def2-TZVPD.

E_LUMO in eV: -0.5590
DFT total energy in hartree: -943.34748
ΔE to the lowest compared entry with this formula, charge and spin in kJ/mol: 419.6
SMILES: CC(=O)[C@@H]([SiH3])Cl
Highest occupied orbital energy in Ha: -0.3752

```
! wB97M-V def2-TZVPD RIJCOSX def2/J DEFGRID3
* xyz 0 1
C 0.62689 1.27214 -0.97389
C 0.52120 -0.18892 -0.96239
O 0.15630 -0.79287 -1.93750
C 0.64150 -0.71086 0.40561
Si -1.09615 -0.46221 1.29800
Cl 0.67868 -2.89562 0.14462
H 1.39527 1.68824 -0.43339
H -0.31638 1.71068 -0.59935
H 0.78432 1.69566 -1.96906
H 1.42788 -0.41057 1.01059
H -1.06866 1.06114 1.24806
H -1.68510 -1.10981 2.52064
H -2.06573 -0.85700 0.24804
*
```